Below is the molecule C5H12OS, with properties calculated with the ωB97M-V functional and the def2-TZVPD basis.

Geometry as ORCA input:
```
! RIJCOSX wB97M-V def2-TZVPD def2/J DEFGRID3
* xyz 0 1
C 0.34 1.91 -1.09
O -1.14 2.11 -1.26
C 0.69 1.67 0.38
C -0.43 0.80 1.16
C -0.73 -0.48 0.53
S 0.77 -1.49 0.32
C 0.03 -3.07 -0.16
H 0.76 2.98 -1.52
H 0.46 1.04 -1.80
H -1.35 3.04 -0.86
H 1.80 1.49 0.48
H 0.50 2.70 0.82
H -1.41 1.37 1.03
H -0.12 0.87 2.19
H -1.04 -0.22 -0.58
H -1.75 -0.87 0.92
H -0.27 -3.64 0.71
H -0.87 -3.00 -0.66
H 0.74 -3.64 -0.78
*
```

Computed properties:
HOMO energy = -8.33 eV
Kohn-Sham gap = 9.191 eV
structure (SMILES) = CSCCCCO

Charges obtained by Mulliken population analysis, quoted in units of e: -0.48 -0.55 -0.49 -0.68 -0.48 -0.04 -0.93 0.29 0.26 0.31 0.31 0.33 0.22 0.38 0.24 0.39 0.29 0.33 0.31


Below is a cluster of 2 separate species, C5H12OS in total, with properties calculated with the ωB97M-V functional and the def2-TZVPD basis.

Geometry as ORCA input:
```
! RIJCOSX wB97M-V def2-TZVPD def2/J DEFGRID3
* xyz 0 1
C 1.32 2.33 -0.16
O 1.76 1.33 0.77
C 0.32 1.68 -1.07
C -0.96 2.05 -1.05
H 2.17 2.72 -0.72
H 0.83 3.16 0.37
H 2.59 1.60 1.17
H 0.68 0.87 -1.71
H -1.61 1.78 -1.88
H -1.38 2.54 -0.19
C -1.37 -1.39 0.55
C -0.52 -2.61 0.17
S 0.66 -2.90 1.55
H -0.67 -0.59 0.80
H -2.01 -1.60 1.40
H -2.01 -1.13 -0.29
H -1.13 -3.51 0.09
H 0.00 -2.44 -0.77
H 1.31 -3.90 0.95
*
```

Computed properties:
HOMO energy = -8.79 eV
Kohn-Sham gap = 9.658 eV
structure (SMILES) = C=CCO.CCS

Charges obtained by Mulliken population analysis, quoted in units of e: -0.38 -0.49 -0.08 -0.76 0.29 0.27 0.27 0.34 0.30 0.24 -1.02 -0.40 -0.24 0.21 0.38 0.30 0.35 0.32 0.11


Below is the molecule C5H12OS, with properties calculated with the ωB97M-V functional and the def2-TZVPD basis.

Geometry as ORCA input:
```
! RIJCOSX wB97M-V def2-TZVPD def2/J DEFGRID3
* xyz 0 1
C -1.47 1.37 0.77
C -0.43 0.25 0.53
C -0.80 -1.10 1.20
C -0.43 0.20 -0.97
C 2.40 0.16 -0.95
H -1.20 2.27 0.34
H -1.53 1.38 1.90
H -2.36 0.78 0.45
H 0.53 0.50 0.99
H -0.14 -2.00 0.62
H -1.84 -1.29 0.62
H -1.01 -1.16 2.21
H -1.26 -0.53 -1.09
H -0.62 1.21 -1.39
H 2.53 1.23 -1.46
H 2.22 0.28 0.19
H 3.25 -0.70 -1.06
O 1.21 -2.15 -1.20
S 0.97 -0.70 -1.69
*
```

Computed properties:
HOMO energy = -8.65 eV
Kohn-Sham gap = 9.393 eV

Charges obtained by Mulliken population analysis, quoted in units of e: -1.43 0.09 -1.16 -0.52 -0.80 0.52 0.32 0.32 0.31 0.22 0.26 0.46 0.38 0.40 0.29 0.25 0.34 -0.64 0.39


Below is a cluster of 2 separate species, C5H12OS2 in total, with properties calculated with the ωB97M-V functional and the def2-TZVPD basis.

Geometry as ORCA input:
```
! RIJCOSX wB97M-V def2-TZVPD def2/J DEFGRID3
* xyz 0 1
C -0.43 -0.97 0.17
C 1.23 0.20 1.64
C -1.18 0.89 1.67
C 0.49 0.11 -4.69
C -0.04 0.34 0.82
O 2.27 0.22 -2.88
S 0.24 1.60 -0.51
S 1.98 0.61 -4.27
H -1.34 -0.85 -0.42
H 0.36 -1.32 -0.49
H -0.61 -1.73 0.93
H 1.57 1.16 2.01
H 2.03 -0.24 1.03
H 1.05 -0.46 2.49
H -1.43 0.19 2.46
H -0.90 1.84 2.12
H -2.07 1.05 1.06
H -0.17 -0.39 -4.01
H 0.16 0.33 -5.69
H 1.21 0.95 -1.15
*
```

Computed properties:
HOMO energy = -8.63 eV
Kohn-Sham gap = 8.267 eV

Charges obtained by Mulliken population analysis, quoted in units of e: -1.45 -1.46 -1.67 -0.40 1.22 -0.49 -0.19 0.35 0.35 0.39 0.38 0.36 0.40 0.37 0.39 0.41 0.42 0.26 0.28 0.11


Below is a cluster of 2 separate species, C5H12S in total, with properties calculated with the ωB97M-V functional and the def2-TZVPD basis.

Geometry as ORCA input:
```
! RIJCOSX wB97M-V def2-TZVPD def2/J DEFGRID3
* xyz -1 2
C 0.30 -2.68 -0.58
C 0.88 -1.39 -1.12
S 2.26 -0.78 -0.10
H 1.12 -3.32 -0.23
H -0.37 -2.53 0.28
H -0.23 -3.27 -1.33
H 0.14 -0.60 -1.28
H 1.28 -1.52 -2.13
H 2.76 0.00 -1.15
C -3.09 2.39 0.29
C -1.66 1.92 0.35
C -0.98 1.65 1.46
H -3.53 2.21 1.27
H -3.67 1.77 -0.40
H -3.17 3.44 0.02
H -1.13 1.93 -0.59
H 0.00 1.21 1.35
H -1.45 1.65 2.43
*
```

Computed properties:
HOMO energy (spin up / spin down) = 1.03 / -4.88 eV
Kohn-Sham gap (spin up / spin down) = 2.351 / 8.175 eV

Charges obtained by Mulliken population analysis, quoted in units of e: -1.51 -1.56 -0.20 0.41 0.41 0.47 0.22 0.67 0.28 -1.09 -0.20 -0.91 0.30 0.29 0.28 0.52 0.35 0.25


Below is the molecule C5H12S, with properties calculated with the ωB97M-V functional and the def2-TZVPD basis.

Geometry as ORCA input:
```
! RIJCOSX wB97M-V def2-TZVPD def2/J DEFGRID3
* xyz 0 1
C -1.28 1.97 -0.66
C -0.18 1.34 -1.48
C 1.16 1.11 -0.69
C 0.97 0.00 0.47
S -0.03 -1.38 0.13
C -0.42 -1.74 1.80
H -1.08 1.75 0.34
H -2.36 1.76 -0.83
H -1.29 3.06 -0.48
H -0.53 0.35 -1.85
H -0.09 1.79 -2.50
H 1.94 0.64 -1.45
H 1.34 2.20 -0.32
H 0.48 0.73 1.22
H 2.03 -0.39 0.67
H -1.40 -1.45 2.22
H -0.43 -2.85 1.66
H 0.36 -1.64 2.60
*
```

Computed properties:
HOMO energy = -8.46 eV
Kohn-Sham gap = 9.448 eV
structure (SMILES) = CCCCSC

Charges obtained by Mulliken population analysis, quoted in units of e: -1.06 -0.38 -0.69 -0.53 -0.09 -0.90 0.23 0.32 0.34 0.26 0.38 0.25 0.28 0.32 0.35 0.29 0.29 0.34


Result set for energy: -671.056828 -671.074257 -671.013412 -1069.272320 -595.806394 -595.815919 Ha, one per record in the order listed.
Result set for energy above the lowest of the compared OMol25 structures with the same formula, charge and spin: 48.0 37.0 75.2 30.0 0.0 41.5 kcal/mol, one per record in the order listed.